1.
The following is a DFT calculation (ωB97M-V/def2-TZVPD) of the ion C3HN2O3S with charge -1 at a distorted geometry.

Structure (XYZ):
```
10
Properties=species:S:1:pos:R:3:forces:R:3
C 2.847 0.161 0.009 -1.7250 -0.7015 -0.0257
C 0.875 -0.988 0.013 1.6974 -0.0635 -0.0778
C 0.384 1.405 0.003 0.6089 0.2235 -0.0044
N 4.023 -0.128 -0.003 -0.4724 0.3117 0.0288
N 0.005 0.107 -0.011 -0.8190 -0.4965 0.0485
O 0.439 -2.122 -0.004 0.0725 0.8353 0.0480
O -0.395 2.335 0.015 -0.0720 0.1107 -0.0109
O 4.807 -1.089 0.006 0.7421 -0.7086 -0.0084
S 2.133 1.741 -0.009 -0.2817 0.4886 0.0214
H -1.007 -0.046 -0.002 0.2492 0.0002 -0.0195
```
Forces are in eV/Å.

Calculated values
Charge: -1
Electronic energy (hartree): -848.28633
Frontier orbital gap (eV): 6.50
Max |F| (eV/A): 1.862
Energy relative to the best compared isomer or geometry (same formula, charge and spin) (kJ/mol): 388.90
E_HOMO (eV): -3.04
Spin multiplicity: 1

Atomic partial charges in e from the Löwdin method, atoms 1 to 2: atom 1 (C): -0.47, atom 2 (C): -0.33

2.
The following is a DFT calculation (ωB97M-V/def2-TZVPD) of a structure of composition C21H30N4O4S2 at a distorted geometry.

Structure (XYZ):
```
61
Properties=species:S:1:pos:R:3:forces:R:3
C 0.155 -0.480 -4.767 3.8656 5.1800 -8.6643
H 1.205 -0.462 -5.135 -0.2876 0.0381 0.5677
H 0.087 -0.252 -3.875 -0.5571 2.5176 8.7884
H -0.314 0.378 -5.416 0.7335 -1.1606 1.3394
S -0.634 -1.773 -5.225 -2.9840 -8.1714 -0.4723
C 0.212 -3.088 -3.901 -1.1727 -2.3061 -3.6218
C -0.796 -3.732 -2.763 6.3201 3.0649 -3.6813
H -0.068 -4.437 -2.478 -0.1402 -1.3513 1.3853
H -1.460 -4.013 -3.430 -3.9830 -2.2175 -2.3253
C -1.158 -2.689 -1.873 1.5917 -2.7687 4.4813
C 0.212 -2.323 -1.032 -5.2435 -1.2730 -2.1076
N 0.556 -2.543 0.161 -7.6583 -6.4481 1.4822
N 1.386 -1.692 0.452 6.2412 -0.2352 10.1710
C 1.798 -1.184 -0.550 6.7651 8.5699 -0.7939
S 3.108 0.126 -0.722 -1.3545 -2.6014 1.4497
C 3.930 -0.454 0.958 2.0035 -1.0052 -8.4386
H 4.847 -0.054 0.652 2.2420 -0.5252 -0.1829
H 3.840 -1.488 1.069 -0.0755 -1.3610 0.1446
C 3.564 0.368 1.915 -5.9257 3.4439 10.7962
O 4.123 1.222 2.557 3.4131 2.3296 -1.3876
N 2.394 0.022 2.565 -2.5291 -5.2282 -1.7313
C 1.692 0.382 3.790 -4.5690 2.0415 -11.6357
C 0.444 0.968 3.403 -3.8718 0.5548 2.8826
C -0.335 1.488 4.573 -0.9496 2.1530 -7.0578
C 0.479 1.766 5.594 -14.9794 5.5018 4.6899
C 1.475 1.117 5.867 4.0734 2.8247 16.2001
C 2.061 0.664 4.949 16.4834 -9.7470 -4.2697
C 3.688 -0.109 5.086 -7.2249 0.6368 6.4632
H 3.594 -1.068 4.834 0.0496 -3.4648 -2.0134
H 4.249 0.563 4.733 4.7350 4.3101 -3.4876
H 3.856 -0.146 6.180 -0.0306 0.1717 -0.2878
H 1.966 1.288 6.925 -0.8188 -0.7007 -2.0371
H -0.309 2.074 6.514 2.6392 0.1933 -1.8220
H -1.377 2.161 4.322 3.0274 -2.2895 0.9516
C -0.233 1.111 2.062 9.8750 -9.6133 7.3050
H -0.970 1.519 1.904 -13.4452 8.3532 -1.6810
H -0.378 0.186 1.602 -0.9864 -2.6650 0.1013
H 0.422 1.250 1.409 6.1340 2.9718 -5.5800
H 1.882 -0.831 2.063 1.1925 2.3811 1.4111
O 0.990 -1.389 -1.432 -1.9392 1.4840 -10.8199
N -2.013 -1.703 -2.398 2.6919 0.6941 11.1904
C -1.990 -0.645 -1.520 -3.7787 5.6077 -5.5759
O -1.577 -0.263 -0.491 0.9689 -1.9809 1.2443
O -2.745 0.520 -2.388 2.8487 -5.0485 -0.0641
C -2.782 1.825 -1.911 -13.0596 -5.3126 -2.7682
C -1.699 2.514 -1.797 10.3827 5.4231 1.7269
H -1.931 3.536 -1.395 0.4376 -0.5996 -0.7383
H -1.244 2.022 -0.936 1.1862 0.3982 0.1933
H -0.854 2.537 -2.643 -2.2595 0.0107 1.4923
C -3.701 1.654 -0.591 -5.5405 6.2954 -9.9111
H -3.204 1.195 0.033 4.4325 -3.9640 7.0320
H -4.652 1.172 -0.984 1.4117 -0.0007 0.7843
H -4.019 2.710 -0.602 0.1371 -0.2516 1.9776
C -3.793 2.428 -3.103 2.1782 1.3330 1.2990
H -3.191 2.417 -4.037 -0.1622 0.1171 0.5294
H -4.609 1.701 -3.304 -0.0153 1.1745 0.6274
H -3.911 3.584 -2.811 -0.7262 -2.6272 -0.8278
H -2.134 -1.685 -3.280 -1.2494 1.2425 -7.9840
H -1.687 -3.341 -1.167 -0.2932 1.0085 1.0925
H 0.492 -4.177 -4.596 -0.2962 3.7509 1.9137
H 1.057 -2.449 -3.621 0.0460 -0.8593 0.2548
```
Forces are in eV/Å.

Calculated values
Charge: 0
Electronic energy (hartree): -2133.71567
Frontier orbital gap (eV): 8.35
Max |F| (eV/A): 19.620
Energy relative to the best compared isomer or geometry (same formula, charge and spin) (kJ/mol): 2411.37
E_HOMO (eV): -8.29
Spin multiplicity: 1

Atomic partial charges in e from the Löwdin method, atoms 1 to 2: atom 1 (C): -0.61, atom 2 (H): 0.07

3.
The following is a DFT calculation (ωB97M-V/def2-TZVPD) of an isolated molecule of C3H5Br2P at a distorted geometry.

Structure (XYZ):
```
11
Properties=species:S:1:pos:R:3:forces:R:3
C 0.213 -0.188 -0.587 0.6233 0.3890 -2.4502
C -1.082 -0.238 0.172 0.3382 0.9325 -0.3424
C 0.258 -0.468 0.869 -0.0352 0.9400 1.1639
P 0.441 -2.334 1.267 0.6786 1.8326 1.5096
Br 1.923 -2.272 3.156 -1.0170 0.0396 -1.3819
Br -1.520 -2.545 2.324 0.2295 -0.4008 0.2548
H 0.378 -0.946 -1.388 0.0270 0.2987 1.0768
H 0.643 0.797 -0.941 -0.7898 -1.1270 0.6129
H -1.525 0.769 0.278 -0.1214 -1.0120 0.3525
H -1.735 -1.118 0.095 0.2210 0.7799 -0.3176
H 0.561 0.503 1.452 -0.1541 -2.6726 -0.4785
```
Forces are in eV/Å.

Calculated values
Charge: 0
Electronic energy (hartree): -5606.67539
Frontier orbital gap (eV): 9.28
Max |F| (eV/A): 2.719
Energy relative to the best compared isomer or geometry (same formula, charge and spin) (kJ/mol): 51.66
E_HOMO (eV): -9.75
Spin multiplicity: 1
Structure (SMILES): BrP(Br)C1CC1

Atomic partial charges in e from the Löwdin method, atoms 1 to 2: atom 1 (C): -0.25, atom 2 (C): -0.25

4.
The following is a DFT calculation (ωB97M-V/def2-TZVPD) of a cluster of 2 separate species, C3H7OS in total at a distorted geometry.

Structure (XYZ):
```
12
Properties=species:S:1:pos:R:3:forces:R:3
C -1.118 -1.328 0.911 -0.6021 -0.4940 0.9695
S -1.135 -1.522 -0.929 -0.7737 -0.6486 0.2231
H -2.032 -0.736 1.313 1.5805 -0.5757 -0.7819
H -0.158 -0.724 0.956 -1.1922 -0.9025 1.2972
H -1.196 -2.353 1.590 0.8035 2.3805 -1.8131
C 0.365 1.782 -0.343 -3.5780 0.1085 0.9282
C 1.341 0.934 -0.625 1.5823 -1.4691 1.5857
O 1.463 -0.122 -1.441 2.2032 1.8624 -0.8286
H 0.266 1.988 0.773 0.7174 0.7156 -1.6368
H -0.685 1.823 -0.847 2.2392 -0.3938 0.5669
H 2.213 0.926 0.088 -0.6744 0.2777 -0.6011
H 0.675 -0.668 -1.445 -2.3057 -0.8611 0.0907
```
Forces are in eV/Å.

Calculated values
Charge: -1
Electronic energy (hartree): -591.88830
Frontier orbital gap (eV): 6.98
Max |F| (eV/A): 3.698
Energy relative to the best compared isomer or geometry (same formula, charge and spin) (kJ/mol): 209.98
E_HOMO (eV): -2.75
Spin multiplicity: 1

Atomic partial charges in e from the Löwdin method, atoms 1 to 2: atom 1 (C): -0.69, atom 2 (S): 0.13

5.
The following is a DFT calculation (ωB97M-V/def2-TZVPD) of a structure of composition C9H7N3O at a distorted geometry.

Structure (XYZ):
```
20
Properties=species:S:1:pos:R:3:forces:R:3
C 2.914 1.021 -0.109 -1.7280 0.4085 0.5330
C 1.058 -1.435 -0.880 0.2938 -0.6551 -1.5843
C 1.069 -1.005 1.553 -2.8259 1.2602 -5.1515
C 0.536 1.861 0.157 1.9917 0.0149 -0.7309
C 1.549 1.059 0.030 -1.6714 -4.6093 0.2715
C 0.563 -0.606 0.237 2.9320 2.6146 -1.8394
C -0.813 0.037 -0.032 -1.5327 -1.2024 -0.1920
C -1.407 -0.212 -1.466 1.0647 1.2393 0.3563
C -1.837 -0.433 1.040 4.5879 3.1568 1.9421
N 4.041 0.927 -0.132 2.7259 -0.2095 -0.2957
N 1.383 -1.954 -1.878 -0.6491 0.9705 2.3412
N 1.551 -1.291 2.513 2.1277 -1.3223 4.5770
O -0.672 1.480 0.127 -2.7814 -1.0442 0.4557
H 0.711 2.859 0.174 0.0813 3.1665 0.1724
H -1.773 -1.216 -1.525 0.4888 -0.8447 -0.3047
H -0.672 0.085 -2.281 -1.0476 -0.5985 0.9339
H -2.342 0.354 -1.559 0.4425 0.4084 0.1204
H -1.200 -0.880 1.832 -0.7812 0.1851 -0.0776
H -2.449 -1.153 0.726 -2.9007 -2.3726 -1.3656
H -2.210 0.500 1.474 -0.8182 -0.5663 -0.1619
```
Forces are in eV/Å.

Calculated values
Charge: 0
Electronic energy (hartree): -586.51707
Frontier orbital gap (eV): 9.60
Max |F| (eV/A): 6.009
Energy relative to the best compared isomer or geometry (same formula, charge and spin) (kJ/mol): 292.05
E_HOMO (eV): -10.16
Spin multiplicity: 1

Atomic partial charges in e from the Löwdin method, atoms 1 to 2: atom 1 (C): -0.22, atom 2 (C): -0.17

6.
The following is a DFT calculation (ωB97M-V/def2-TZVPD) of a structure of composition C4H7NO.

Structure (XYZ):
```
13
Properties=species:S:1:pos:R:3:forces:R:3
C -1.159 1.061 1.239 0.0037 0.0660 0.0494
C -0.201 -0.026 0.814 0.0821 -0.0690 0.0773
O 0.562 -0.571 1.600 -0.2033 0.1427 -0.2057
C -0.316 -0.423 -0.607 -0.1488 0.3621 0.1943
C 0.812 -0.059 -1.480 0.1278 0.1495 -0.1306
N 0.978 -1.422 -0.976 0.1728 -0.2140 0.0217
H -1.253 1.829 0.465 0.0254 -0.1125 0.0712
H -0.835 1.505 2.182 -0.0075 -0.0835 -0.1296
H -2.153 0.621 1.375 0.1370 0.0253 -0.0338
H -0.175 -1.696 -0.883 0.0385 -0.2506 -0.0231
H 1.571 0.613 -1.081 -0.1614 -0.0579 0.0073
H 0.679 0.018 -2.558 0.0090 -0.0075 0.1682
H 1.490 -1.451 -0.089 -0.0754 0.0495 -0.0667
```
Forces are in eV/Å.

Calculated values
Charge: 0
Electronic energy (hartree): -286.47295
Frontier orbital gap (eV): 10.01
Max |F| (eV/A): 0.437
Energy relative to the best compared isomer or geometry (same formula, charge and spin) (kJ/mol): 416.65
E_HOMO (eV): -8.98
Spin multiplicity: 1

Atomic partial charges in e from the Löwdin method, atoms 1 to 2: atom 1 (C): -0.02, atom 2 (C): -0.48

7.
The following is a DFT calculation (ωB97M-V/def2-TZVPD) of a structure of composition C18H19Br21FN2PS3 at a distorted geometry.

Structure (XYZ):
```
65
Properties=species:S:1:pos:R:3:forces:R:3
C 0.875 -1.317 -3.331 0.1278 0.8650 -0.0570
C 0.635 -0.039 -2.995 -0.0150 0.0110 -0.5769
C 0.589 0.550 -1.644 1.3566 -0.5543 -1.1801
C 1.550 1.294 -1.080 0.9395 0.3124 0.0465
C 2.791 1.514 -1.902 0.0205 0.0543 0.8976
C 4.152 1.312 -1.230 -0.2079 0.3489 -1.4302
C 5.115 0.642 -2.181 0.6665 0.0004 0.6992
F 4.698 2.578 -1.019 0.2404 0.4048 0.5215
C 1.318 1.847 0.214 1.6147 0.2180 -0.1459
S 2.529 2.899 0.976 0.1306 0.8173 0.0124
C 0.178 1.646 0.881 -1.2875 0.8355 1.5984
P -0.152 2.381 2.513 0.3796 -0.6475 1.1565
S 0.402 1.318 4.047 0.0653 -0.2248 -0.1039
C -0.838 0.862 0.307 0.8333 0.5329 0.3950
N -2.022 0.573 0.812 -0.8104 -0.1696 0.3515
S -2.744 -0.287 -0.317 -1.2106 -0.3898 0.7278
N -1.638 -0.360 -1.422 0.0649 -0.2627 -0.7868
C -0.598 0.333 -0.955 -0.8554 -0.6946 -0.5944
H 1.800 -1.772 -3.053 -0.1039 -0.7596 1.2473
H 0.183 -1.864 -3.946 0.6065 0.2067 -1.5446
H 0.416 0.628 -3.817 -1.8247 0.1264 -0.0139
H 2.762 0.843 -2.739 -0.2298 -0.3493 -0.3816
H 2.742 2.512 -2.316 0.2938 0.4242 -0.0801
H 4.073 0.780 -0.296 0.0628 -0.0198 0.4786
H 5.259 -0.406 -1.962 -0.2536 -0.4478 -0.1970
H 6.081 1.119 -2.033 -0.0784 -0.4376 0.1862
H 4.857 0.825 -3.209 -0.1960 -0.1549 -0.4812
H 3.359 2.005 1.517 -0.0949 -0.3327 -0.0318
H -1.520 2.630 2.521 -0.1149 0.0855 -0.3185
H 0.437 3.639 2.588 -0.2030 0.2633 -0.5394
C 1.132 -5.241 -0.794 0.1829 0.1221 0.0294
Br 1.331 -3.513 -1.649 -0.2714 -0.8506 0.5244
Br -0.468 -6.134 -1.369 -0.0845 -0.0385 0.0131
Br 2.691 -6.334 -1.065 -0.0195 -0.0059 0.0195
H 1.031 -5.074 0.267 0.0100 0.0203 0.1200
C -4.955 3.317 2.272 -0.0389 -0.0404 0.0031
Br -5.419 1.479 2.575 0.0306 -0.0266 0.0081
Br -4.429 4.195 3.902 0.0484 -0.0257 0.0466
Br -3.605 3.492 0.918 -0.1473 0.2228 -0.1761
H -5.839 3.816 1.909 -0.0367 0.0381 -0.0148
C -6.157 7.663 4.537 -0.0156 0.0436 0.0130
Br -5.739 8.015 6.379 -0.0001 0.0003 0.0089
Br -8.043 7.406 4.272 -0.0132 -0.0051 -0.0051
Br -5.456 9.026 3.376 0.0004 0.0081 -0.0068
H -5.671 6.738 4.271 0.0349 -0.0646 -0.0315
C 0.750 -4.917 4.212 -0.0172 -0.0210 0.0301
Br 1.103 -3.321 3.211 0.0373 0.1161 -0.0879
Br -0.817 -5.812 3.553 -0.0667 -0.0429 -0.0655
Br 2.276 -6.084 4.261 0.0203 -0.0301 -0.0384
H 0.545 -4.621 5.229 -0.0102 0.0252 0.0427
C -3.467 -4.816 -3.117 -0.0811 -0.0314 0.0030
Br -3.616 -2.991 -2.532 0.0490 -0.0216 -0.1402
Br -4.319 -6.035 -1.897 0.0135 -0.0009 -0.0053
Br -4.124 -5.035 -4.911 -0.0111 0.0056 -0.0072
H -2.415 -5.059 -3.130 0.0576 0.0135 0.0132
C 8.810 3.022 -3.935 -0.0529 0.0621 -0.0100
Br 7.103 3.042 -3.050 0.3802 0.4646 -0.1975
Br 10.198 2.384 -2.769 0.0075 -0.0206 0.0090
Br 8.743 2.018 -5.575 0.0012 -0.0181 -0.0049
H 9.055 4.040 -4.196 0.0220 0.0448 -0.0195
C -5.513 -4.615 2.092 -0.0348 0.0584 0.0028
Br -4.685 -6.308 2.505 0.0797 0.1327 -0.1551
Br -4.406 -3.438 1.038 0.0649 -0.2057 0.2267
Br -7.216 -4.860 1.241 -0.0769 -0.0613 -0.0246
H -5.697 -4.132 3.039 0.0213 0.0715 0.0217
```
Forces are in eV/Å.

Calculated values
Charge: 0
Electronic energy (hartree): -56496.68566
Frontier orbital gap (eV): 7.38
Max |F| (eV/A): 2.216
Energy relative to the best compared isomer or geometry (same formula, charge and spin) (kJ/mol): 0.00
E_HOMO (eV): -8.53
Spin multiplicity: 1

Atomic partial charges in e from the Löwdin method, atoms 1 to 2: atom 1 (C): -0.10, atom 2 (C): -0.11